The following is a quantum chemistry calculation of C6H12O in the gas phase in a non-equilibrium geometry, from OMol25.

```
19
C6H12O ωB97M-V/def2-TZVPD
C 0.133 2.023 -0.620
C 0.322 0.693 0.096
C 1.101 0.892 1.419
C -1.049 0.014 0.219
O -1.697 -0.662 -0.956
C -1.236 -1.430 0.131
C -0.170 -2.345 -0.403
H 1.089 2.512 -0.833
H -0.398 1.858 -1.562
H -0.469 2.696 0.003
H 0.948 0.042 -0.530
H 0.578 1.563 2.109
H 2.075 1.356 1.199
H 1.312 -0.046 1.947
H -1.990 0.530 0.342
H -1.962 -1.898 0.798
H 0.386 -1.828 -1.191
H -0.698 -3.177 -0.882
H 0.513 -2.730 0.351
```

Calculated values
Gap between HOMO and LUMO, eV: 10.9
2S+1: 1
E_tot, Ha: -310.98524
HOMO, eV: -9.80
ΔE to the lowest compared entry with this formula, charge and spin, kJ/mol: 194.37
Total charge: 0
Structure (SMILES): CC(C)[C@H]1O[C@H]1C



The following is a quantum chemistry calculation of C6H13N in the gas phase in a non-equilibrium geometry, from OMol25.

```
20
C6H13N ωB97M-V/def2-TZVPD
C -1.021 2.280 0.595
C -0.542 0.799 0.772
N -0.772 -0.826 -0.592
C -0.841 -2.297 -0.393
C 0.359 -0.110 -0.119
C 1.442 -0.882 0.645
C 0.768 0.858 -1.206
H -2.034 2.368 0.176
H -1.093 2.794 1.575
H -0.387 2.951 -0.005
H -0.976 0.359 1.650
H -0.392 -2.805 -1.276
H -0.332 -2.756 0.470
H -1.881 -2.639 -0.389
H 2.143 -0.172 1.087
H 0.984 -1.454 1.461
H 2.020 -1.604 0.047
H -0.158 1.395 -1.411
H 1.092 0.421 -2.147
H 1.505 1.551 -0.792
```

Calculated values
Gap between HOMO and LUMO (alpha / beta), eV: 8.4 / 9.1
2S+1: 1
E_tot, Ha: -291.02377
HOMO (alpha / beta), eV: -7.82 / -8.37
ΔE to the lowest compared entry with this formula, charge and spin, kJ/mol: 354.38
Total charge: 0



The following is a quantum chemistry calculation of a molecular structure, C5H12N2O3 in a non-equilibrium geometry, from OMol25.

```
22
C5H12N2O3 ωB97M-V/def2-TZVPD
C -0.578 -0.662 -0.023
C -1.103 -0.727 1.406
C 0.184 -1.923 -0.402
C 1.852 0.353 0.286
O 2.286 0.136 1.541
O 2.454 -0.006 -0.691
H 1.665 0.521 2.174
H -1.452 -0.637 -0.685
H 0.970 -2.150 0.319
H -1.764 -1.589 1.533
H -0.286 -0.833 2.120
H -1.715 0.135 1.684
H -0.490 -2.785 -0.404
H 0.625 -1.843 -1.394
C -0.157 1.111 -0.588
N 0.191 1.045 -1.915
N -1.228 1.915 -0.274
O 0.932 1.423 0.295
H -1.605 2.513 -0.994
H -0.335 1.575 -2.595
H 0.996 0.455 -2.100
H -1.440 1.973 0.709
```

Calculated values
Gap between HOMO and LUMO, eV: 9.1
2S+1: 1
E_tot, Ha: -532.91319
HOMO, eV: -8.43
ΔE to the lowest compared entry with this formula, charge and spin, kJ/mol: 212.17
Total charge: 0



The following is a quantum chemistry calculation of 10 unconnected molecules or ions with the total composition C5H28NO10 in a non-equilibrium geometry, from OMol25.

```
44
C5H28NO10 ωB97M-V/def2-TZVPD
N -1.188 -0.652 1.716
C -1.983 0.406 2.363
C -1.097 1.619 2.623
C 0.270 1.307 1.932
C -0.024 0.039 1.122
C 1.127 -0.942 0.833
O 1.314 -1.234 -0.563
H -1.821 -1.068 1.051
H -2.852 0.660 1.763
H -2.399 0.068 3.314
H -1.442 2.481 2.055
H -0.952 1.898 3.662
H 0.507 2.097 1.226
H 1.096 1.195 2.632
H -0.364 0.263 0.112
H 2.121 -0.639 1.185
H 0.911 -1.930 1.254
H 0.472 1.837 -1.457
H 0.708 3.437 -1.617
O 0.817 2.704 -1.008
H 3.124 2.282 -0.441
H 2.416 3.232 0.401
O 3.312 3.068 0.086
H -2.020 -3.732 1.371
H -1.486 -3.417 -0.071
O -2.262 -3.755 0.441
H 0.258 0.845 -3.134
H 0.964 -0.544 -1.197
O 0.237 0.562 -2.216
H -2.662 0.392 -3.556
H -1.248 -0.154 -3.194
O -2.039 -0.318 -3.735
H -1.476 0.786 -1.399
H -1.724 2.269 -1.250
O -2.183 1.428 -1.156
H 0.203 -1.713 3.661
H 1.099 -0.717 3.193
O 0.681 -0.953 4.030
H 2.771 -0.546 -1.914
H 2.998 0.409 -3.117
O 3.061 -0.505 -2.835
H -0.712 -2.282 -2.057
H 0.362 -2.636 -1.033
O -0.494 -2.960 -1.407
```

Calculated values
Gap between HOMO and LUMO, eV: 8.9
2S+1: 1
E_tot, Ha: -1014.52381
HOMO, eV: -6.10
ΔE to the lowest compared entry with this formula, charge and spin, kJ/mol: 44.77
Total charge: -1



The following is a quantum chemistry calculation of a molecular structure, C37H43BGeI2N6O2Rb in a non-equilibrium geometry, from OMol25.

```
93
C37H43BGeI2N6O2Rb ωB97M-V/def2-TZVPD
Rb 1.071 -0.478 -0.286
C 1.990 -3.922 -1.125
C 0.705 -4.134 -0.372
C 0.070 -5.358 -0.062
C -1.102 -5.001 0.568
C -2.180 -5.892 1.114
N -1.126 -3.648 0.632
N -0.012 -3.113 0.059
B -2.319 -2.792 1.111
N -2.884 -1.915 -0.041
N -2.087 -1.237 -0.921
C -2.906 -0.585 -1.727
C -2.364 0.229 -2.863
C -4.251 -0.810 -1.365
C -4.190 -1.656 -0.278
C -5.313 -2.227 0.533
N -1.967 -1.953 2.372
N -1.043 -0.948 2.347
C -0.976 -0.488 3.592
C -0.062 0.640 3.950
C -1.841 -1.208 4.439
C -2.453 -2.134 3.620
C -3.467 -3.179 3.987
H 2.478 -4.876 -1.318
H 2.695 -3.297 -0.573
H 1.803 -3.442 -2.087
H 0.411 -6.360 -0.282
H -1.875 -6.930 0.989
H -3.133 -5.748 0.600
H -2.356 -5.713 2.178
H -3.187 -3.559 1.450
H -1.346 0.555 -2.658
H -2.972 1.116 -3.035
H -2.346 -0.350 -3.792
H -5.144 -0.404 -1.824
H -6.261 -1.938 0.081
H -5.303 -1.855 1.561
H -5.269 -3.317 0.580
H 0.638 0.818 3.142
H 0.504 0.413 4.857
H -0.609 1.573 4.117
H -2.002 -1.072 5.502
H -3.714 -3.073 5.043
H -3.089 -4.192 3.824
H -4.387 -3.084 3.407
I -1.642 1.654 0.906
C -1.935 3.653 0.276
I -1.868 4.010 -1.813
H -1.159 4.267 0.713
H -2.916 3.963 0.606
O 3.918 1.637 -0.419
C 3.005 1.531 -1.302
O 2.701 0.483 -1.926
C 2.201 2.809 -1.523
C 1.884 3.446 -0.156
Ge 3.557 3.612 0.868
C 4.636 2.388 1.942
C 4.053 1.584 2.923
C 4.821 0.754 3.731
C 6.204 0.728 3.579
C 6.803 1.531 2.614
C 6.025 2.351 1.801
C 4.723 4.743 -0.224
C 4.667 6.140 -0.133
C 5.458 6.946 -0.952
C 6.319 6.365 -1.876
C 6.382 4.980 -1.986
C 5.589 4.177 -1.171
C 2.975 4.782 2.396
C 1.636 4.890 2.791
C 1.252 5.681 3.878
C 2.212 6.386 4.598
C 3.554 6.279 4.239
C 3.925 5.482 3.160
H 1.333 2.599 -2.143
H 2.863 3.506 -2.050
H 1.120 2.895 0.404
H 1.537 4.473 -0.266
H 2.984 1.610 3.068
H 4.343 0.134 4.481
H 6.810 0.093 4.213
H 7.879 1.513 2.490
H 6.510 2.959 1.042
H 3.998 6.607 0.583
H 5.399 8.026 -0.867
H 6.937 6.991 -2.511
H 7.042 4.524 -2.717
H 5.623 3.096 -1.276
H 0.870 4.326 2.260
H 0.204 5.740 4.164
H 1.919 7.009 5.434
H 4.312 6.811 4.809
H 4.981 5.397 2.907
```

Calculated values
Gap between HOMO and LUMO, eV: 8.0
2S+1: 1
E_tot, Ha: -4636.21416
HOMO, eV: -5.99
ΔE to the lowest compared entry with this formula, charge and spin, kJ/mol: 59.02
Total charge: -1



The following is a quantum chemistry calculation of a molecular structure, C15H13AsN2ReS5, from OMol25.

```
37
C15H13AsN2ReS5 ωB97M-V/def2-TZVPD
Re 0.188 1.829 0.110
N 2.378 1.912 0.506
C 3.052 0.630 0.323
C 4.395 0.435 0.482
C 4.940 -0.847 0.260
C 4.131 -1.893 -0.088
C 2.736 -1.703 -0.237
C 1.829 -2.747 -0.508
C 0.479 -2.483 -0.558
C 0.031 -1.180 -0.388
N 0.857 -0.145 -0.169
C 2.210 -0.411 -0.059
H 2.579 2.312 1.422
H 2.780 2.561 -0.168
H 5.044 1.251 0.779
H 6.004 -0.995 0.383
H 4.544 -2.883 -0.235
H 2.200 -3.754 -0.654
H -0.243 -3.265 -0.740
H -1.025 -0.959 -0.457
S -1.860 6.982 0.782
As -1.673 6.782 -1.146
S 0.329 3.674 -0.834
S -1.199 1.993 1.820
S -1.487 6.636 -3.077
S -2.316 1.657 0.121
C -2.992 0.014 0.210
C -3.091 -0.682 1.407
C -3.715 -1.921 1.395
C -4.229 -2.436 0.210
C -4.128 -1.718 -0.975
C -3.510 -0.476 -0.987
H -2.713 -0.275 2.336
H -3.815 -2.476 2.317
H -4.725 -3.397 0.215
H -4.541 -2.117 -1.892
H -3.443 0.094 -1.906
```

Calculated values
Gap between HOMO and LUMO, eV: 6.0
2S+1: 1
E_tot, Ha: -4992.89255
HOMO, eV: -17.38
ΔE to the lowest compared entry with this formula, charge and spin, kJ/mol: 63.97
Total charge: +3